A molecular structure, C4H8N2 in a non-equilibrium geometry. Source: the Open Molecules 2025 dataset; level of theory: ωB97M-V/def2-TZVPD.

Calculated values
Frontier orbital gap = 9.17 eV
ΔE to the lowest compared entry with this formula, charge and spin = 6.284 eV
Electronic energy = -266.49108 Eh
Total charge = 0
E_HOMO = -8.35 eV
Lowest unoccupied orbital energy = 0.8 eV

Cartesian coordinates (Å):
C -0.22 -0.53 -0.05
C 1.06 0.25 -0.17
C -1.59 -0.50 0.65
C 1.11 1.74 0.26
N 1.94 -0.71 -0.17
N 0.84 -1.15 0.57
H -0.40 -1.82 -1.87
H -1.66 -1.26 1.39
H -2.28 -0.56 -0.21
H -1.94 0.49 1.04
H 0.14 2.21 0.10
H 1.88 2.21 -0.27
H 1.29 1.68 1.37
H -0.17 -2.04 -2.62